(1)
74
Properties=species:S:1:pos:R:3:forces:R:3 method="wB97M-V/def2-TZVPD" lumo_energy_ev=-3.703 charge=+1
Bi 0.057 -0.106 0.362 -0.13 0.21 0.29
C -1.237 -2.371 -4.611 0.05 0.11 0.00
C -1.241 -2.320 -3.123 -0.06 -0.08 0.15
C -1.788 -3.236 -2.244 0.03 0.00 0.14
C -1.543 -2.762 -0.952 -0.04 0.00 -0.44
N -0.880 -1.588 -1.074 0.06 -0.11 0.25
N -0.693 -1.332 -2.401 -0.09 -0.08 -0.25
B 0.037 -0.071 -2.904 0.00 0.01 0.17
N 1.494 -0.074 -2.400 0.11 0.03 -0.25
N 1.809 -0.036 -1.073 0.05 -0.09 0.25
C 3.157 -0.050 -0.950 0.04 0.02 -0.45
C 3.690 -0.084 -2.242 -0.04 -0.01 0.13
C 2.624 -0.100 -3.121 0.12 0.00 0.16
C 2.668 -0.135 -4.609 -0.13 0.01 -0.01
C 3.922 -0.036 0.304 0.16 0.00 0.29
C 3.332 -0.027 1.567 0.03 0.01 -0.42
C 4.097 -0.040 2.719 -0.07 0.00 0.18
C 5.480 -0.055 2.633 0.00 0.00 -0.05
C 6.087 -0.053 1.385 0.04 0.00 0.04
C 5.319 -0.045 0.235 -0.09 0.00 -0.08
N -0.686 1.184 -2.380 -0.03 0.05 -0.21
N -0.841 1.458 -1.049 -0.05 0.11 0.22
C -1.514 2.631 -0.936 0.00 -0.01 -0.50
C -1.779 3.088 -2.232 0.03 -0.04 0.15
C -1.248 2.161 -3.105 -0.04 0.08 0.12
C -1.269 2.195 -4.594 0.05 -0.09 0.02
C -1.906 3.323 0.298 -0.10 0.18 0.26
C -2.597 4.537 0.195 0.05 -0.09 -0.08
C -2.988 5.229 1.326 -0.02 0.04 0.04
C -2.702 4.730 2.590 0.01 -0.01 -0.06
C -2.019 3.530 2.707 0.00 -0.01 0.20
C -1.630 2.841 1.573 0.02 -0.04 -0.33
C -1.928 -3.423 0.302 -0.08 -0.15 0.27
C -2.628 -4.632 0.231 0.04 0.09 -0.07
C -2.994 -5.309 1.380 -0.02 -0.04 0.03
C -2.667 -4.799 2.629 0.00 0.00 -0.04
C -1.978 -3.600 2.716 0.02 0.05 0.17
C -1.619 -2.922 1.566 -0.01 -0.01 -0.40
H -1.740 -3.276 -4.943 0.00 -0.01 0.00
H -1.759 -1.512 -5.032 0.02 -0.02 -0.02
H -0.220 -2.376 -5.002 -0.02 0.00 -0.02
H -2.294 -4.141 -2.525 0.00 0.00 0.02
H 0.034 -0.065 -4.088 0.00 0.00 -0.06
H 4.727 -0.101 -2.523 0.00 0.00 0.02
H 3.703 -0.156 -4.940 0.01 0.00 0.01
H 2.162 -1.018 -4.997 0.01 0.02 -0.02
H 2.188 0.747 -5.034 0.00 -0.02 -0.02
H 2.260 -0.007 1.687 0.02 -0.01 0.19
H 3.606 -0.042 3.683 -0.03 -0.01 -0.03
H 6.081 -0.068 3.532 0.00 0.00 0.00
H 7.165 -0.060 1.304 -0.01 0.00 0.00
H 5.818 -0.043 -0.723 0.00 -0.01 0.00
H -2.294 3.986 -2.517 0.00 0.00 0.01
H -1.786 3.093 -4.924 0.00 0.00 -0.01
H -0.258 2.207 -5.001 -0.02 0.00 -0.02
H -1.789 1.327 -4.999 0.01 0.02 -0.02
H -2.835 4.953 -0.773 0.00 0.00 0.00
H -3.521 6.165 1.219 0.01 -0.01 0.00
H -3.010 5.273 3.473 0.00 0.00 0.00
H -1.784 3.119 3.681 0.01 -0.02 -0.03
H -1.102 1.913 1.714 0.04 -0.07 0.16
H -2.895 -5.054 -0.727 0.00 -0.01 0.00
H -3.535 -6.242 1.299 0.00 0.01 0.00
H -2.947 -5.332 3.527 0.00 0.00 0.00
H -1.712 -3.186 3.681 0.02 0.03 -0.03
H -1.088 -1.990 1.686 0.00 -0.02 0.19
C -0.681 1.100 6.830 0.02 -0.04 0.15
O -0.617 0.987 5.404 0.01 0.03 -0.17
C 0.038 -0.048 4.883 0.04 -0.16 0.44
S 0.782 -1.231 5.739 -0.02 0.08 0.05
S 0.016 -0.036 3.149 -0.05 0.09 -0.50
H -1.244 2.008 7.029 0.00 0.00 -0.07
H 0.320 1.169 7.253 0.00 -0.01 -0.03
H -1.186 0.236 7.259 0.01 -0.01 -0.03

***

(2)
80
Properties=species:S:1:pos:R:3:forces:R:3 method="wB97M-V/def2-TZVPD" e_above_lowest_ev=0.202 smiles="O=[N+]([O-])c1ccccc1.O=[N+]([O-])c1ccccc1.O=[N+]([O-])c1ccccc1.O=[N+]([O-])c1ccccc1.O=[N+]([O-])c1ccccc1.B[C@H](C)F" lumo_energy_ev=-0.589
O 1.628 -3.773 -0.536 -0.32 -0.22 -0.10
N 2.788 -3.422 -0.470 0.02 0.13 0.05
O 3.645 -4.023 0.129 0.40 -0.27 0.20
C 3.161 -2.179 -1.140 0.12 0.51 -0.28
C 2.183 -1.444 -1.794 -0.11 0.06 -0.04
C 2.534 -0.250 -2.403 0.15 -0.03 0.05
C 3.850 0.193 -2.358 0.01 -0.04 0.01
C 4.821 -0.559 -1.709 -0.20 0.02 -0.06
C 4.479 -1.753 -1.093 0.14 0.01 0.04
H 1.160 -1.785 -1.828 0.05 -0.11 0.08
H 1.781 0.338 -2.909 -0.03 -0.01 0.00
H 4.119 1.130 -2.829 -0.01 0.01 0.02
H 5.844 -0.211 -1.677 0.02 -0.01 0.02
H 5.234 -2.333 -0.584 -0.11 -0.10 0.05
O -3.935 -6.961 2.139 -0.39 -0.25 0.16
N -2.944 -6.471 1.653 0.06 -0.08 -0.03
O -2.570 -5.338 1.853 0.11 0.50 0.05
C -2.137 -7.296 0.758 0.37 -0.37 -0.41
C -2.549 -8.587 0.468 -0.08 -0.11 -0.01
C -1.787 -9.357 -0.398 0.12 0.14 -0.02
C -0.627 -8.835 -0.957 -0.03 0.02 0.03
C -0.221 -7.543 -0.650 -0.11 -0.14 -0.01
C -0.978 -6.764 0.212 0.08 0.11 -0.02
H -3.450 -8.994 0.902 -0.03 0.14 0.07
H -2.099 -10.364 -0.638 -0.02 -0.01 0.02
H -0.037 -9.438 -1.635 0.00 0.00 0.01
H 0.685 -7.140 -1.082 0.01 0.05 0.03
H -0.658 -5.760 0.450 -0.09 0.00 0.08
O 3.099 3.916 1.330 0.28 0.29 0.33
N 2.299 3.236 0.726 -0.05 0.03 0.05
O 2.566 2.590 -0.259 0.07 -0.32 -0.44
C 0.923 3.198 1.217 -0.57 0.01 0.20
C 0.573 3.961 2.322 0.00 0.06 0.07
C -0.738 3.937 2.770 -0.05 -0.11 -0.11
C -1.682 3.152 2.117 0.09 0.01 -0.03
C -1.316 2.387 1.016 -0.02 0.11 0.11
C -0.007 2.409 0.560 -0.04 -0.10 -0.10
H 1.302 4.572 2.830 0.09 -0.02 -0.10
H -1.024 4.532 3.626 0.04 0.02 0.01
H -2.706 3.137 2.467 0.00 0.00 0.00
H -2.049 1.774 0.511 0.04 -0.04 -0.01
H 0.273 1.815 -0.297 0.13 0.05 0.01
O -1.942 1.330 -4.344 0.40 -0.07 0.32
N -2.972 1.356 -4.978 0.03 -0.02 -0.04
O -3.161 2.057 -5.944 -0.15 0.26 -0.40
C -4.058 0.478 -4.549 -0.48 -0.37 0.21
C -3.883 -0.314 -3.426 0.11 -0.07 0.15
C -4.922 -1.133 -3.010 -0.11 0.05 -0.14
C -6.117 -1.154 -3.717 0.02 0.02 -0.01
C -6.276 -0.361 -4.847 0.12 -0.05 0.14
C -5.243 0.463 -5.269 -0.11 0.03 -0.09
H -2.956 -0.300 -2.871 0.03 0.13 -0.07
H -4.799 -1.751 -2.131 0.03 0.01 0.02
H -6.927 -1.790 -3.387 0.00 0.00 -0.01
H -7.206 -0.381 -5.397 0.00 0.02 -0.02
H -5.369 1.081 -6.145 0.15 0.06 0.03
O 1.720 9.412 4.893 -0.02 0.49 0.10
N 1.947 8.257 4.622 -0.02 0.01 -0.04
O 1.142 7.359 4.731 -0.29 -0.43 0.01
C 3.281 7.920 4.129 0.56 -0.15 -0.18
C 4.238 8.916 4.020 0.08 0.12 0.00
C 5.506 8.582 3.569 -0.07 -0.18 -0.02
C 5.802 7.267 3.230 -0.05 0.03 0.03
C 4.829 6.281 3.337 0.10 0.14 0.01
C 3.561 6.606 3.790 0.02 -0.14 -0.03
H 4.009 9.938 4.282 -0.15 -0.04 0.05
H 6.264 9.348 3.483 -0.01 0.03 0.00
H 6.793 7.010 2.881 0.00 0.00 -0.01
H 5.059 5.260 3.069 -0.06 -0.01 -0.03
H 2.809 5.837 3.874 -0.08 0.09 0.07
B -1.497 -2.117 1.746 -0.10 0.10 -0.52
C -2.191 -2.008 0.322 0.02 -1.08 0.84
C -1.388 -2.802 -0.731 0.34 0.41 1.05
F -2.312 -0.679 -0.051 -0.05 0.87 -0.51
H -0.819 -1.202 2.097 -0.02 -0.01 0.04
H -1.631 -3.084 2.418 0.07 0.00 -0.09
H -3.199 -2.426 0.373 -0.20 0.16 -0.09
H -1.808 -3.795 -0.828 -0.04 -0.15 -0.25
H -0.361 -2.898 -0.380 0.04 -0.14 -0.29
H -1.357 -2.259 -1.670 -0.27 -0.04 -0.19

***

(3)
75
Properties=species:S:1:pos:R:3:forces:R:3 method="wB97M-V/def2-TZVPD" e_above_lowest_ev=0.991 multiplicity=5 lumo_energy_ev="-0.929 / -0.572"
Mn 0.299 -0.289 0.333 0.45 0.20 1.09
C 4.484 -0.751 1.076 0.06 0.12 -0.09
C 5.039 0.247 0.286 0.04 -0.03 0.02
C 4.212 1.169 -0.329 -0.04 0.06 0.02
C 2.828 1.092 -0.168 -0.16 -0.16 0.14
C 2.251 0.082 0.621 0.73 0.00 -0.13
C 3.110 -0.825 1.238 -0.28 -0.09 0.25
C 1.911 2.021 -0.839 -0.42 0.05 -0.05
C 2.339 3.240 -1.412 0.14 0.08 -0.01
C 1.434 4.056 -2.012 -0.02 -0.04 0.00
C 0.073 3.685 -2.048 0.03 -0.25 0.14
C -0.910 4.499 -2.651 -0.12 0.05 -0.05
C -2.218 4.108 -2.666 0.05 0.11 -0.06
C -2.585 2.880 -2.083 0.07 -0.06 0.01
C -1.655 2.073 -1.490 -0.10 -0.01 0.09
C -0.294 2.454 -1.445 -0.09 0.27 -0.23
N 0.639 1.651 -0.848 0.27 -0.24 -0.03
H 5.122 -1.485 1.552 -0.01 0.02 0.05
H 6.111 0.303 0.143 -0.01 0.00 0.00
H 4.645 1.937 -0.956 0.02 -0.02 0.00
H 2.694 -1.609 1.859 0.02 -0.03 -0.10
H 3.381 3.516 -1.353 -0.01 0.02 -0.03
H 1.734 4.993 -2.467 0.04 0.01 0.04
H -0.607 5.439 -3.098 0.02 -0.01 0.01
H -2.973 4.737 -3.119 0.02 0.00 -0.01
H -3.623 2.572 -2.104 0.00 -0.01 0.04
H -1.948 1.132 -1.056 0.01 -0.01 0.04
C -0.314 -4.229 2.280 0.09 -0.01 -0.02
N -1.315 -3.340 2.822 -0.14 0.19 0.04
C -2.619 -3.668 3.109 0.00 -0.04 0.03
C -3.181 -2.561 3.640 -0.08 -0.01 -0.03
N -2.240 -1.560 3.680 0.14 -0.17 -0.08
B -2.662 -0.190 4.341 0.09 0.11 -0.06
N -1.507 0.837 4.304 -0.06 0.12 -0.04
C -0.836 1.340 5.390 0.12 -0.02 0.10
C 0.100 2.211 4.950 0.04 -0.04 0.09
N -0.011 2.245 3.576 -0.15 -0.24 0.06
C 0.855 2.928 2.644 0.01 0.06 -0.10
C -0.997 1.395 3.202 0.20 0.14 -0.07
S -1.491 1.145 1.589 -0.08 0.03 -0.38
C -1.095 -2.039 3.168 -0.10 -0.12 0.05
S 0.441 -1.299 2.967 0.15 0.01 -0.29
H -0.751 -5.220 2.179 -0.02 0.01 0.00
H 0.547 -4.267 2.947 -0.01 -0.03 0.00
H 0.029 -3.865 1.315 0.00 0.00 0.00
H -3.018 -4.648 2.917 0.00 0.02 0.00
H -4.183 -2.392 3.995 0.02 -0.01 -0.01
H -3.597 0.238 3.718 -0.11 -0.03 0.02
H -2.913 -0.416 5.497 -0.06 0.02 0.11
H -1.074 1.032 6.393 -0.03 -0.01 -0.04
H 0.821 2.797 5.491 0.01 0.01 -0.06
H 1.608 3.486 3.196 -0.02 -0.02 0.05
H 0.278 3.607 2.017 -0.01 0.00 0.01
H 1.338 2.193 1.999 0.06 0.05 0.04
C -2.400 0.507 -5.509 -0.05 0.07 -0.05
O -1.612 -0.663 -5.659 -0.01 0.03 -0.01
C -1.093 -1.203 -4.538 0.07 -0.18 0.06
C -0.219 -2.293 -4.738 0.01 -0.02 -0.12
C 0.389 -2.864 -3.660 0.02 -0.06 0.00
C 0.197 -2.383 -2.347 -0.14 0.44 0.10
C 0.914 -2.895 -1.213 0.02 -0.06 0.00
C 1.627 -4.222 -1.260 0.02 0.04 -0.07
O 0.980 -2.286 -0.128 0.15 0.09 -0.01
C -0.715 -1.297 -2.142 0.20 -0.39 -0.36
O -0.970 -0.818 -0.968 -1.04 -0.04 -0.43
C -1.372 -0.753 -3.270 -0.11 0.11 0.24
H -2.594 0.870 -6.515 -0.02 -0.03 0.00
H -1.866 1.274 -4.943 0.00 -0.02 -0.01
H -3.348 0.284 -5.013 0.02 0.00 0.02
H -0.046 -2.645 -5.746 0.02 0.01 0.02
H 1.066 -3.689 -3.832 0.01 0.03 0.00
H 1.526 -4.738 -2.210 0.01 -0.04 0.03
H 1.223 -4.858 -0.471 -0.01 0.03 0.02
H 2.682 -4.059 -1.039 -0.01 0.00 0.00
H -2.076 0.045 -3.089 0.06 -0.03 -0.03